(1)
Here is C17H26O6 in the gas phase from OMol25. Energies are from wB97M-V/def2-TZVPD.

The geometry in XYZ format:
```
49
Properties=species:S:1:pos:R:3:forces:R:3:nbo_charge:R:1
H -0.263 -0.231 3.175 0.03 0.11 -0.04 0.226
O 4.703 -0.119 -2.349 -0.04 -0.51 -0.04 -0.726
H 1.073 -0.621 -0.518 0.15 -0.06 -0.02 0.250
H -3.245 -0.674 -1.769 -0.04 0.03 0.01 0.202
H 1.008 3.222 -1.501 -0.01 0.02 -0.03 0.158
O 4.134 -0.545 2.722 -0.01 0.09 0.10 -0.490
C 0.015 -1.235 1.287 -0.18 0.19 -0.24 -0.384
C 2.828 -0.156 2.468 -0.13 0.38 0.37 0.763
O 5.776 -1.463 1.468 -0.57 0.09 0.16 -0.512
H 0.467 -2.096 1.784 -0.01 -0.03 0.00 0.204
C -1.405 2.221 -2.220 0.09 0.10 -0.09 -0.065
C 2.466 -0.583 1.087 0.19 -0.35 -0.39 -0.027
O 2.184 0.457 3.264 0.27 -0.37 -0.33 -0.504
H 1.041 1.461 -1.752 0.01 0.06 -0.10 0.165
H 4.872 -2.051 -0.814 -0.07 0.00 0.02 0.264
H -2.239 -2.075 2.135 -0.04 -0.09 0.10 0.193
H -3.316 -1.333 0.320 -0.06 -0.10 0.03 0.190
H 3.221 -2.655 -0.926 -0.15 0.17 -0.05 0.257
H 1.777 2.530 -2.953 -0.04 0.02 -0.02 0.197
C 3.571 -0.797 -1.946 -0.53 0.61 0.09 0.811
C 0.946 2.429 -2.258 -0.04 -0.09 0.16 -0.249
C -2.182 -1.103 2.631 0.19 0.35 0.01 -0.395
C 1.093 -0.398 0.545 -0.20 0.10 0.34 -0.465
O 2.491 -0.545 -2.401 0.54 -0.40 0.06 -0.532
O -0.254 2.525 -2.992 -0.05 0.01 0.04 -0.538
H -4.107 1.540 -0.119 0.11 0.09 0.22 0.207
H -0.965 0.283 -1.403 0.03 -0.03 -0.11 0.184
C 4.640 -1.106 1.575 0.59 -0.09 -0.28 0.758
C 3.561 -1.142 0.549 -0.40 0.20 0.15 -0.070
C -3.400 -0.269 2.214 -0.06 -0.23 -0.12 -0.391
H -1.462 0.258 -3.086 -0.08 0.10 -0.07 0.218
H -2.221 -1.287 3.706 0.01 -0.04 -0.03 0.208
C -3.332 0.771 -0.153 -0.04 -0.19 -0.48 -0.403
H -2.422 1.214 0.257 -0.01 0.01 0.03 0.189
H -2.247 2.725 -2.704 0.05 -0.09 -0.08 0.182
C -3.083 0.400 -1.638 0.02 -0.09 0.11 -0.400
C -0.837 -0.425 2.270 -0.03 -0.25 0.02 -0.406
H -3.815 0.893 -2.286 0.04 0.02 0.00 0.200
H 0.824 0.659 0.658 0.06 -0.02 -0.07 0.238
H -0.656 -1.636 0.521 0.05 -0.05 0.02 0.207
H -4.252 -0.548 2.840 0.02 -0.05 -0.10 0.205
H -4.852 -0.516 0.650 0.04 -0.21 -0.22 0.207
H -1.045 0.547 1.817 0.05 0.02 0.03 0.192
H 5.028 -0.523 -3.167 0.00 0.30 -0.04 0.502
H -1.303 2.663 -1.220 -0.04 0.02 0.01 0.159
H -3.206 0.787 2.429 -0.03 -0.01 0.06 0.197
C -1.668 0.724 -2.121 0.00 -0.05 0.35 -0.412
C -3.766 -0.422 0.717 0.00 0.55 0.36 -0.399
C 3.823 -1.753 -0.795 0.33 -0.24 0.07 -0.569
```
Forces are in eV/Å.

Values from the calculation:
Energy above the lowest of the compared OMol25 structures with the same formula, charge and spin in kcal per mole: 0.0
SMILES: COCCCCCCCCCCC1=C(CC(=O)O)C(=O)OC1=O



(2)
Here is C5H7NO in the gas phase from OMol25. Energies are from wB97M-V/def2-TZVPD.

The geometry in XYZ format:
```
14
Properties=species:S:1:pos:R:3:forces:R:3:nbo_charge:R:1
N 0.342 -0.595 1.472 -0.18 -0.13 0.23 -0.573
H -0.422 -1.562 -1.881 0.01 0.20 0.15 0.187
C 0.109 1.496 -0.717 -0.57 -0.15 -0.25 0.077
H -1.027 -2.108 0.244 -0.14 0.00 -0.08 0.477
C 0.856 0.079 0.263 0.42 -0.27 0.05 -0.119
H -0.662 -0.419 1.493 0.05 -0.10 0.09 0.371
O -1.713 -1.654 -0.264 0.22 -0.02 0.19 -0.705
H 1.756 -0.342 -0.172 -0.14 -0.22 0.10 0.213
H -1.886 -0.586 -1.958 0.23 0.17 0.15 0.216
C -0.307 0.286 -0.785 0.06 0.18 -0.02 -0.298
C -1.084 -0.912 -1.289 0.13 0.24 -0.24 -0.084
H 2.016 0.555 2.096 -0.11 0.07 -0.27 0.209
C 1.031 0.653 1.644 0.05 0.18 0.16 -0.190
H 0.483 1.543 1.944 -0.01 -0.17 -0.27 0.220
```
Forces are in eV/Å.

Values from the calculation:
Energy above the lowest of the compared OMol25 structures with the same formula, charge and spin in kcal per mole: 128.2



(3)
Here is 3 unconnected molecules or ions with the total composition C8H14N2O2S from OMol25. Energies are from wB97M-V/def2-TZVPD.

The geometry in XYZ format:
```
27
Properties=species:S:1:pos:R:3:forces:R:3:nbo_charge:R:1
O 0.885 0.645 1.835 -0.15 -0.47 -0.83 -0.906
N -1.502 0.901 -0.667 -1.58 -2.15 -0.38 -0.512
H 1.425 -1.329 -2.239 2.42 1.77 -0.46 0.227
C -1.713 1.333 0.551 -0.07 -0.15 -1.06 0.168
C 0.679 -2.458 -0.599 -0.78 0.57 3.23 0.137
C -0.903 1.857 -1.384 0.32 0.93 0.20 -0.096
H 0.536 -2.629 -2.661 -0.60 -0.75 -0.93 0.227
O 2.629 -0.258 0.428 -0.35 -0.19 -0.30 -0.884
S 1.241 0.133 0.516 1.03 1.09 1.28 1.676
C 0.592 -1.843 -1.949 -2.64 -0.61 1.49 -0.681
H -2.296 0.787 1.282 0.41 0.22 0.20 0.208
H 2.068 -4.118 -0.980 -0.57 -0.13 0.47 0.218
H -0.985 -1.350 0.111 -2.15 2.20 -1.22 0.215
C -1.095 3.274 1.946 -0.53 1.68 -3.48 -0.398
H -0.599 2.579 2.510 1.27 -0.89 2.39 0.234
H -2.066 3.612 2.219 -0.75 -0.07 0.92 0.207
C 1.680 -3.542 -0.118 0.42 1.04 -1.73 -0.669
H 2.606 -3.253 0.395 -0.18 1.04 -0.29 0.244
H 1.217 -4.117 0.637 -0.78 -1.10 0.39 0.224
H -0.808 1.780 -2.471 0.36 0.03 0.61 0.215
H -0.342 -2.400 1.238 0.17 -1.59 3.38 0.191
H -0.561 4.171 1.624 0.45 -0.10 0.96 0.211
C -0.637 2.907 -0.536 -0.63 0.46 -0.55 -0.125
C -0.218 -1.961 0.345 3.34 -2.37 -3.57 -0.474
H -0.284 3.898 -0.820 0.02 -0.31 0.66 0.221
H -0.326 -1.187 -1.892 1.09 -0.66 -0.74 0.246
N -1.224 2.570 0.679 0.44 0.49 -0.65 -0.322
```
Forces are in eV/Å.

Values from the calculation:
Energy above the lowest of the compared OMol25 structures with the same formula, charge and spin in kcal per mole: 79.8



(4)
Here is 3 unconnected molecules or ions with the total composition C14H26F2NO7 from OMol25. Energies are from wB97M-V/def2-TZVPD.

The geometry in XYZ format:
```
50
Properties=species:S:1:pos:R:3:forces:R:3:nbo_charge:R:1
O 3.694 1.231 -3.330 0.14 0.08 -0.03 -0.638
C -2.248 -0.761 1.155 0.63 -0.50 0.92 -0.464
H -5.707 0.605 -1.783 0.00 -0.14 0.08 0.178
H 2.471 -1.253 3.184 0.04 0.00 0.37 0.224
C 1.333 -1.579 1.455 0.38 0.76 0.78 0.202
C -0.847 -0.223 1.361 -0.44 0.55 0.36 0.130
H 5.643 1.450 -5.102 -0.07 -0.09 0.05 0.189
H 3.272 -0.723 1.743 0.23 0.28 -0.24 0.221
C 6.192 1.412 -4.162 0.14 -0.07 -0.11 -0.253
O 4.005 3.058 -2.033 0.11 0.02 -0.13 -0.499
H 1.899 -2.318 0.903 -0.04 -0.14 -0.37 0.163
H -2.856 -2.722 3.919 0.02 -0.19 0.32 0.153
C 0.365 1.498 0.573 -2.82 -2.40 0.61 0.982
H -2.916 -0.025 1.557 -0.27 0.46 0.04 0.280
F 0.569 -2.300 2.371 -0.34 -0.44 0.08 -0.378
C -2.365 -1.889 3.428 0.29 -0.48 -0.69 0.059
H -0.558 -0.177 2.413 -0.31 -0.28 0.18 0.177
H 2.489 2.011 -1.065 0.02 -0.11 -0.09 0.211
C -0.100 -1.684 -0.552 0.47 0.24 -0.76 -0.235
O 1.010 0.417 0.159 1.17 -1.11 -0.79 -0.506
O -5.191 -0.621 0.545 0.61 -0.02 0.35 -0.966
C -2.563 -2.029 1.934 -0.51 0.10 -0.13 -0.454
H -0.637 -2.527 -0.127 -0.22 -0.01 0.31 0.195
C 4.377 2.125 -2.901 -0.14 0.08 0.12 0.976
O -0.882 1.178 0.969 0.62 -0.46 -0.08 -0.496
H 2.474 3.764 -0.881 0.20 0.03 0.01 0.207
H -5.514 2.242 -1.129 -0.04 -0.04 -0.01 0.156
C 0.357 -0.788 0.584 -0.39 -0.35 -0.37 0.175
H -0.801 -1.136 -1.170 -0.16 0.14 -0.10 0.217
O 0.791 2.571 0.619 1.74 3.61 -0.26 -0.597
H -3.827 0.816 -0.146 0.11 -0.08 -0.14 0.055
C -5.788 1.204 -0.872 0.22 0.65 -0.07 -0.629
H 1.984 0.277 2.422 -0.08 0.21 0.14 0.220
H -3.627 -2.180 1.781 -0.27 0.01 -0.26 0.277
H -2.529 -0.865 0.123 -0.03 -0.05 -0.40 0.243
H -4.921 1.404 1.069 -0.11 -0.15 0.23 0.068
H 7.225 1.699 -4.343 -0.03 0.12 0.11 0.187
H -1.315 -1.844 3.699 0.15 -0.04 0.24 0.149
H 0.564 -2.474 -2.276 0.17 0.11 -0.16 0.360
C 2.644 2.952 -1.577 -0.10 0.07 -0.05 -0.258
H 1.453 -2.948 -1.032 0.05 0.02 0.06 0.340
H 6.169 0.403 -3.753 -0.12 -0.01 -0.06 0.190
O 5.661 2.348 -3.229 0.01 0.01 0.02 -0.504
C 2.317 -0.735 2.247 -0.04 -0.42 -0.15 -0.643
N 0.999 -2.133 -1.427 -0.24 -0.04 0.09 -0.827
H -2.059 -2.909 1.539 0.28 -0.19 0.21 0.185
H -6.832 1.209 -0.549 0.00 -0.14 0.05 0.180
F -2.963 -0.728 3.863 -0.22 0.51 0.38 -0.371
H 1.954 3.050 -2.414 0.04 -0.12 -0.03 0.187
C -4.866 0.648 0.239 -0.81 -0.01 -0.65 -0.019
```
Forces are in eV/Å.

Values from the calculation:
Total charge: -1



(5)
Here is a gas-phase ion, C4H8NO3 (charge -1) from OMol25. Energies are from wB97M-V/def2-TZVPD.

The geometry in XYZ format:
```
16
Properties=species:S:1:pos:R:3:forces:R:3:nbo_charge:R:1
O 2.760 -0.446 0.993 -0.42 0.32 -0.35 -0.619
H 0.453 1.651 0.295 0.01 0.09 -0.06 0.224
C 0.783 0.651 0.009 -0.64 -0.55 0.13 -0.530
O -2.494 -0.397 -1.483 0.25 -0.10 0.09 -0.959
H 1.235 0.657 -0.978 0.30 0.09 0.08 0.221
H -0.692 -0.571 0.955 -0.60 -0.05 0.09 0.170
H 1.689 0.074 3.052 0.05 -0.04 -1.05 0.485
H -2.267 1.064 -0.142 0.52 0.64 0.27 0.096
N -0.116 -1.465 -0.837 0.46 -0.18 1.09 -0.858
O 1.163 0.404 2.297 -0.37 0.29 0.69 -0.724
H -0.987 -1.970 -0.950 -0.33 0.07 -0.12 0.384
C -1.670 0.467 -0.860 -0.41 -1.09 0.07 -0.034
C 1.702 0.138 1.069 0.81 -0.34 0.65 0.812
C -0.476 -0.271 -0.065 0.20 0.49 -1.11 -0.065
H 0.052 -1.118 -1.761 0.13 0.08 -0.78 0.336
H -1.133 1.135 -1.593 0.03 0.27 0.29 0.061
```
Forces are in eV/Å.

Values from the calculation:
Energy above the lowest of the compared OMol25 structures with the same formula, charge and spin in kcal per mole: 65.0
Total charge: -1
SMILES: N[C@H](C[O-])CC(=O)O



(6)
Here is C4H6F2S in the gas phase from OMol25. Energies are from wB97M-V/def2-TZVPD.

The geometry in XYZ format:
```
13
Properties=species:S:1:pos:R:3:forces:R:3:nbo_charge:R:1
C 1.498 -0.257 0.945 -0.08 -1.27 -0.20 -0.500
C -0.548 1.267 0.691 0.57 -1.07 0.14 0.055
F -1.700 -1.248 -0.522 -0.77 -0.32 -0.98 -0.343
H 1.735 -1.298 1.210 0.08 0.66 0.20 0.224
S 1.448 -0.001 -0.811 -0.05 -0.01 -0.99 0.172
F -1.242 1.628 -0.419 -0.90 0.61 -0.63 -0.354
H -0.127 -2.230 0.359 -0.37 0.52 -0.40 0.170
H 0.229 2.032 0.846 -0.36 -0.26 0.36 0.177
C 0.118 -0.072 0.379 0.58 0.45 1.11 -0.222
H 2.021 0.523 1.458 -0.11 0.24 0.57 0.232
C -0.746 -1.308 0.427 1.24 0.01 0.62 0.060
H -1.239 -1.343 1.385 -0.32 0.02 0.59 0.160
H -1.257 1.127 1.539 0.50 0.41 -0.39 0.169
```
Forces are in eV/Å.

Values from the calculation:
Energy above the lowest of the compared OMol25 structures with the same formula, charge and spin in kcal per mole: 9.7
SMILES: FCC1(CF)CS1



Number 1: electronic energy -30335.45811 eV, frontier orbital gap 8.65 eV. Number 2: electronic energy -8830.64275 eV, frontier orbital gap 10.72 eV. Number 3: electronic energy -26430.94988 eV, frontier orbital gap 8.75 eV. Number 4: electronic energy -36197.17146 eV, frontier orbital gap 5.07 eV. Number 5: electronic energy -11910.47679 eV, frontier orbital gap 5.90 eV. Number 6: electronic energy -20514.52734 eV, frontier orbital gap 9.86 eV.